Here is a molecular structure, C28H29N3RuSi at a distorted geometry from the Open Molecules 2025 dataset. Energies are from ωB97M-V with the def2-TZVPD basis set.

Geometry as XYZ:
```
62
Properties=species:S:1:pos:R:3:forces:R:3:lowdin_charge:R:1
C -1.245 1.847 1.560 0.4 0.0 1.3 -0.064
C -1.312 0.411 1.394 -0.5 -0.5 1.6 -0.370
C -0.323 -0.201 2.291 -1.4 0.6 0.2 -0.281
H -2.157 -0.164 1.058 -0.3 0.3 0.0 0.063
C 0.288 0.891 2.996 -0.5 0.2 0.6 -0.098
C -0.325 2.107 2.607 -0.4 -0.4 -0.6 -0.083
H -0.180 3.055 3.116 0.3 -0.1 -0.4 0.107
H -1.858 2.560 1.024 0.1 -0.1 0.1 0.111
H -0.378 -1.245 2.608 0.1 0.4 0.1 0.103
H 1.007 0.771 3.802 -0.1 0.1 -0.3 0.101
Ru 0.370 -0.032 0.297 0.4 2.5 0.1 1.219
C 0.649 -1.656 -0.747 -0.9 -4.1 -3.7 -0.336
H 0.792 -2.132 0.237 0.4 -0.5 -0.4 0.017
H 1.501 -1.241 -1.310 0.1 -0.2 0.5 0.049
H 0.254 -2.432 -1.467 0.4 0.4 0.9 0.060
Si -1.577 -0.898 -1.369 0.0 0.0 -1.4 0.674
C -1.974 -0.744 -3.236 0.5 -0.3 0.2 -0.300
C -3.182 -0.059 -3.467 0.2 0.3 0.1 -0.134
H -3.838 0.171 -2.622 0.3 0.2 -0.3 0.093
C -3.544 0.345 -4.746 0.1 -0.3 0.0 -0.072
H -4.437 0.950 -4.881 0.1 -0.2 -0.1 0.109
C -2.752 -0.023 -5.835 0.0 0.1 0.4 -0.074
H -3.042 0.296 -6.830 0.1 -0.1 0.0 0.107
C -1.607 -0.795 -5.631 0.0 -0.2 0.2 -0.078
H -1.005 -1.087 -6.487 -0.1 -0.1 0.1 0.105
C -1.224 -1.179 -4.339 -0.5 0.5 -0.1 -0.091
H -0.360 -1.814 -4.184 0.1 0.2 -0.1 0.096
C -2.421 -2.357 -0.608 0.8 -0.5 -0.1 -0.332
C -3.627 -2.683 -1.259 0.1 -0.5 0.8 -0.087
H -3.791 -2.373 -2.310 0.0 -0.3 0.9 0.107
C -4.577 -3.409 -0.530 0.1 0.1 -0.2 -0.064
H -5.486 -3.718 -1.048 0.1 0.1 0.3 0.109
C -4.361 -3.745 0.820 0.2 0.1 -0.5 -0.068
H -5.159 -4.247 1.386 0.5 0.2 -0.3 0.113
C -3.122 -3.458 1.403 0.0 -0.2 0.1 -0.075
H -2.925 -3.772 2.424 -0.1 0.0 -0.1 0.104
C -2.122 -2.787 0.689 -1.0 -0.4 -0.3 -0.121
H -1.134 -2.611 1.134 -0.6 0.0 -0.1 0.071
H -0.107 0.488 -1.264 -1.3 0.7 -0.9 0.006
H -2.708 -0.144 -0.940 -0.2 1.7 0.6 0.004
N 2.810 2.199 0.057 0.1 0.0 -0.9 0.103
C 3.262 0.872 0.191 0.1 -0.5 0.3 -0.327
C 4.576 0.482 -0.008 -0.1 -0.2 0.4 0.031
C 4.971 -0.726 0.578 0.2 0.2 -0.7 -0.012
C 4.071 -1.514 1.293 -0.2 -0.2 0.4 -0.027
C 2.765 -1.101 1.380 0.0 0.5 -1.1 -0.125
N 2.377 0.005 0.708 1.1 0.7 1.3 -0.079
C 2.816 2.891 1.290 -0.2 0.7 0.8 -0.312
C 2.656 4.300 1.347 0.1 -0.7 0.1 0.004
C 2.594 4.876 2.622 0.0 -0.5 -0.3 -0.052
C 2.709 4.048 3.751 0.2 -0.2 -0.1 -0.061
C 2.942 2.688 3.558 -0.4 0.5 0.0 -0.145
N 2.960 2.112 2.359 0.3 0.7 -0.3 0.110
H 3.225 2.732 -0.710 -0.2 -0.3 0.3 0.149
H 5.222 1.183 -0.544 0.1 -0.5 0.4 0.133
H 5.995 -1.062 0.469 0.0 0.0 0.0 0.120
H 4.315 -2.459 1.764 0.4 0.2 0.0 0.121
H 1.949 -1.647 1.871 0.7 0.1 -0.1 0.111
H 2.600 4.857 0.397 -0.1 -0.1 0.7 0.120
H 2.457 5.951 2.736 0.0 -0.3 -0.1 0.114
H 2.645 4.425 4.773 0.1 0.1 -0.4 0.110
H 3.083 1.999 4.386 0.0 0.2 0.1 0.113
```
Positions in Å, forces in eV/Å.

Properties
**Energy above the lowest of the compared OMol25 structures with the same formula, charge and spin**: 7.2 kcal per mole
**Spin multiplicity**: 6
**Highest occupied orbital energy (spin up / spin down)**: -9.49 / -11.31 eV
**Strongest force on any atom**: 5.56 eV Å⁻¹
**Total energy**: -1632.492513 a.u.
**Total charge**: +1